(1)
The following is a DFT calculation (ωB97M-V with the def2-TZVPD basis set) of a molecular structure, C35H39AsF6N5O3PS2Sr.

- multiplicity = 2
- <S²> = 0.76
- ΔE to the lowest compared entry with this formula, charge and spin (kcal per mole) = 40.5
- charge = +1
- E (Ha) = -5859.845668

CARTESIAN COORDINATES (ANGSTROEM)
1 Sr 0.117 1.151 -0.620
2 N -2.069 -3.522 -1.625
3 C -1.198 -4.569 -2.197
4 C -0.564 -4.146 -3.527
5 C 0.483 -3.019 -3.433
6 N -0.133 -1.709 -3.146
7 C 1.530 -3.373 -2.360
8 C 0.931 -3.782 -1.010
9 N 0.253 -2.597 -0.373
10 C -0.067 -4.937 -1.205
11 H -2.182 -2.738 -2.257
12 H -0.809 -2.754 -0.491
13 H -2.979 -3.879 -1.366
14 H -1.797 -5.464 -2.383
15 H -1.354 -3.861 -4.227
16 H -0.063 -5.021 -3.944
17 H 1.003 -2.995 -4.398
18 H -0.812 -1.472 -3.862
19 H 0.582 -0.983 -3.204
20 H 2.201 -2.523 -2.205
21 H 2.129 -4.202 -2.739
22 H 1.737 -4.085 -0.343
23 H 0.445 -1.789 -0.963
24 H 0.645 -2.401 0.548
25 H -0.495 -5.230 -0.242
26 H 0.471 -5.797 -1.606
27 O 2.256 3.846 -0.565
28 S 1.405 3.083 0.288
29 O -0.041 3.132 0.018
30 O 1.786 1.661 0.520
31 C 1.385 3.755 1.934
32 C 2.015 4.916 2.324
33 C 1.735 5.420 3.588
34 C 0.828 4.771 4.412
35 C 0.207 3.593 4.013
36 C 0.495 3.067 2.760
37 P -0.163 1.482 2.146
38 C -1.737 1.266 3.066
39 C -1.800 0.777 4.371
40 C -3.026 0.661 5.010
41 C -4.191 1.039 4.356
42 C -4.135 1.520 3.056
43 C -2.913 1.623 2.408
44 C 0.927 0.291 3.001
45 C 0.504 -1.034 3.121
46 C 1.331 -1.988 3.692
47 C 2.602 -1.637 4.120
48 C 3.045 -0.331 3.972
49 C 2.211 0.630 3.419
50 H 2.693 5.409 1.639
51 H 2.212 6.332 3.920
52 H 0.596 5.188 5.383
53 H -0.501 3.096 4.663
54 H -0.896 0.475 4.883
55 H -3.068 0.278 6.021
56 H -5.144 0.954 4.861
57 H -5.045 1.809 2.547
58 H -2.861 1.974 1.382
59 H -0.496 -1.297 2.784
60 H 0.993 -3.012 3.794
61 H 3.256 -2.384 4.549
62 H 4.043 -0.056 4.289
63 H 2.565 1.646 3.302
64 S -4.727 -0.010 -2.206
65 C -4.500 -0.714 -0.661
66 C -3.217 -0.588 -0.237
67 C -2.386 0.083 -1.180
68 C -3.072 0.476 -2.294
69 C -2.567 1.247 -3.432
70 C -3.411 1.926 -4.309
71 C -2.855 2.717 -5.300
72 C -1.476 2.797 -5.397
73 C -0.710 2.055 -4.508
74 N -1.234 1.299 -3.552
75 H -5.331 -1.173 -0.152
76 H -2.870 -0.962 0.718
77 H -4.485 1.854 -4.202
78 H -3.487 3.273 -5.979
79 H -1.000 3.414 -6.145
80 H 0.371 2.063 -4.579
81 F 1.696 -0.005 -1.355
82 As 2.685 1.440 -2.129
83 F 3.821 1.790 -0.883
84 F 1.099 2.214 -2.116
85 F 3.328 2.654 -3.109
86 F 1.926 0.677 -3.598
87 F 3.860 0.164 -2.472
88 C 5.028 -0.632 0.516
89 C 3.704 -1.204 0.586
90 N 2.659 -1.674 0.637
91 H 5.014 0.367 0.948
92 H 5.323 -0.553 -0.530
93 H 5.739 -1.257 1.054

***

(2)
The following is a DFT calculation (ωB97M-V with the def2-TZVPD basis set) of 6 unconnected molecules or ions with the total composition C35H39F5N3O.

- charge = +1
- E (Ha) = -2095.546916

CARTESIAN COORDINATES (ANGSTROEM)
1 N 0.657 -1.050 5.215
2 C 0.431 -2.086 4.108
3 N -0.750 -2.032 3.403
4 N 1.415 -3.186 3.775
5 C 2.054 -3.009 2.410
6 C 2.655 -1.487 2.144
7 C 1.645 -0.480 1.363
8 C 1.195 0.876 2.138
9 O 1.841 1.148 3.424
10 H 1.669 -0.802 5.306
11 H 0.055 -0.215 5.030
12 H -1.654 -2.139 3.951
13 H -0.850 -1.954 2.367
14 H 2.118 -3.346 4.531
15 H 3.010 -3.724 2.405
16 H 1.349 -3.383 1.547
17 H 3.082 -1.119 3.165
18 H 3.600 -1.648 1.432
19 H 2.158 -0.163 0.334
20 H 0.664 -1.073 1.036
21 H 1.469 1.791 1.423
22 H 0.021 0.982 2.317
23 H 1.131 1.464 4.056
24 F 3.627 -2.398 -1.411
25 C 4.964 -2.475 -1.386
26 C 5.711 -1.689 -2.257
27 C 7.103 -1.766 -2.228
28 C 7.734 -2.636 -1.335
29 C 6.975 -3.424 -0.469
30 C 5.583 -3.339 -0.490
31 H 5.204 -1.026 -2.949
32 H 7.697 -1.150 -2.900
33 H 8.820 -2.698 -1.316
34 H 7.468 -4.104 0.223
35 H 4.979 -3.938 0.183
36 F -2.178 -0.503 1.030
37 C -2.970 0.491 0.607
38 C -3.142 1.616 1.406
39 C -3.963 2.654 0.964
40 C -4.612 2.549 -0.269
41 C -4.437 1.414 -1.061
42 C -3.607 0.382 -0.624
43 H -2.637 1.676 2.365
44 H -4.098 3.541 1.578
45 H -5.256 3.357 -0.611
46 H -4.946 1.334 -2.018
47 H -3.453 -0.504 -1.231
48 F 4.917 0.996 -4.682
49 C 3.611 1.212 -4.890
50 C 2.676 0.374 -4.291
51 C 1.316 0.602 -4.503
52 C 0.907 1.658 -5.320
53 C 1.853 2.490 -5.920
54 C 3.212 2.269 -5.699
55 H 3.013 -0.447 -3.667
56 H 0.577 -0.043 -4.033
57 H -0.154 1.833 -5.488
58 H 1.532 3.309 -6.559
59 H 3.961 2.912 -6.151
60 F -6.853 -0.795 3.556
61 C -6.290 -2.000 3.397
62 C -4.955 -2.087 3.019
63 C -4.367 -3.342 2.859
64 C -5.125 -4.497 3.067
65 C -6.466 -4.399 3.441
66 C -7.050 -3.144 3.613
67 H -4.384 -1.179 2.854
68 H -3.321 -3.421 2.571
69 H -4.667 -5.475 2.937
70 H -7.055 -5.299 3.598
71 H -8.089 -3.050 3.912
72 F -3.046 3.212 -3.767
73 C -2.293 4.132 -3.151
74 C -1.818 3.880 -1.869
75 C -1.029 4.836 -1.228
76 C -0.732 6.038 -1.875
77 C -1.217 6.284 -3.160
78 C -1.997 5.323 -3.804
79 H -2.066 2.944 -1.379
80 H -0.646 4.645 -0.229
81 H -0.120 6.785 -1.373
82 H -0.988 7.222 -3.659
83 H -2.375 5.494 -4.806

***

Please write out number 2 again, unchanged.
The following is a DFT calculation (ωB97M-V with the def2-TZVPD basis set) of 6 unconnected molecules or ions with the total composition C35H39F5N3O.

- charge = +1
- E (Ha) = -2095.546916

CARTESIAN COORDINATES (ANGSTROEM)
1 N 0.657 -1.050 5.215
2 C 0.431 -2.086 4.108
3 N -0.750 -2.032 3.403
4 N 1.415 -3.186 3.775
5 C 2.054 -3.009 2.410
6 C 2.655 -1.487 2.144
7 C 1.645 -0.480 1.363
8 C 1.195 0.876 2.138
9 O 1.841 1.148 3.424
10 H 1.669 -0.802 5.306
11 H 0.055 -0.215 5.030
12 H -1.654 -2.139 3.951
13 H -0.850 -1.954 2.367
14 H 2.118 -3.346 4.531
15 H 3.010 -3.724 2.405
16 H 1.349 -3.383 1.547
17 H 3.082 -1.119 3.165
18 H 3.600 -1.648 1.432
19 H 2.158 -0.163 0.334
20 H 0.664 -1.073 1.036
21 H 1.469 1.791 1.423
22 H 0.021 0.982 2.317
23 H 1.131 1.464 4.056
24 F 3.627 -2.398 -1.411
25 C 4.964 -2.475 -1.386
26 C 5.711 -1.689 -2.257
27 C 7.103 -1.766 -2.228
28 C 7.734 -2.636 -1.335
29 C 6.975 -3.424 -0.469
30 C 5.583 -3.339 -0.490
31 H 5.204 -1.026 -2.949
32 H 7.697 -1.150 -2.900
33 H 8.820 -2.698 -1.316
34 H 7.468 -4.104 0.223
35 H 4.979 -3.938 0.183
36 F -2.178 -0.503 1.030
37 C -2.970 0.491 0.607
38 C -3.142 1.616 1.406
39 C -3.963 2.654 0.964
40 C -4.612 2.549 -0.269
41 C -4.437 1.414 -1.061
42 C -3.607 0.382 -0.624
43 H -2.637 1.676 2.365
44 H -4.098 3.541 1.578
45 H -5.256 3.357 -0.611
46 H -4.946 1.334 -2.018
47 H -3.453 -0.504 -1.231
48 F 4.917 0.996 -4.682
49 C 3.611 1.212 -4.890
50 C 2.676 0.374 -4.291
51 C 1.316 0.602 -4.503
52 C 0.907 1.658 -5.320
53 C 1.853 2.490 -5.920
54 C 3.212 2.269 -5.699
55 H 3.013 -0.447 -3.667
56 H 0.577 -0.043 -4.033
57 H -0.154 1.833 -5.488
58 H 1.532 3.309 -6.559
59 H 3.961 2.912 -6.151
60 F -6.853 -0.795 3.556
61 C -6.290 -2.000 3.397
62 C -4.955 -2.087 3.019
63 C -4.367 -3.342 2.859
64 C -5.125 -4.497 3.067
65 C -6.466 -4.399 3.441
66 C -7.050 -3.144 3.613
67 H -4.384 -1.179 2.854
68 H -3.321 -3.421 2.571
69 H -4.667 -5.475 2.937
70 H -7.055 -5.299 3.598
71 H -8.089 -3.050 3.912
72 F -3.046 3.212 -3.767
73 C -2.293 4.132 -3.151
74 C -1.818 3.880 -1.869
75 C -1.029 4.836 -1.228
76 C -0.732 6.038 -1.875
77 C -1.217 6.284 -3.160
78 C -1.997 5.323 -3.804
79 H -2.066 2.944 -1.379
80 H -0.646 4.645 -0.229
81 H -0.120 6.785 -1.373
82 H -0.988 7.222 -3.659
83 H -2.375 5.494 -4.806

***

> Which of these has the highest E?

C35H39F5N3O